# 1
C6H6N2O2 | the ωB97M-V functional and the def2-TZVPD basis

Cartesian coordinates (Å):
C 2.664 -0.185 0.030
C -0.327 0.677 -1.739
C -1.426 0.440 -0.795
C 0.874 0.219 -1.419
C -0.753 0.207 0.686
C 0.478 -0.682 0.484
N 1.828 -0.502 0.882
N -1.747 -0.341 1.600
O -2.602 0.467 -0.799
O 2.225 0.189 -1.281
H 3.732 -0.506 0.172
H -0.671 1.148 -2.721
H -0.305 1.151 0.912
H 0.401 -1.841 0.289
H -2.552 -0.276 1.098
H -1.819 -0.164 2.601

## Properties
energy above the lowest of the compared OMol25 structures with the same formula, charge and spin	120.98	kcal/mol
charge	0
orbital gap	8.9577	eV


# 2
C6H6N2S | the ωB97M-V functional and the def2-TZVPD basis

Cartesian coordinates (Å):
C 2.382 2.281 -0.472
C 2.024 1.147 -0.249
C -1.929 -0.795 -0.209
C -1.814 0.196 0.784
C -0.675 -0.979 -0.676
C -0.528 0.556 0.887
N 0.190 -0.172 -0.053
N 1.571 -0.171 -0.331
S 2.536 -1.415 0.721
H 2.728 3.302 -0.613
H -2.787 -1.306 -0.469
H -2.617 0.761 1.373
H -0.199 -1.695 -1.443
H 0.093 1.252 1.461
H 2.863 -0.499 1.687

## Properties
energy above the lowest of the compared OMol25 structures with the same formula, charge and spin	89.31	kcal/mol
charge	0
orbital gap	8.5390	eV
SMILES	C#CN(S)n1cccc1


# 3
C6H6N3PS | the ωB97M-V functional and the def2-TZVPD basis

Cartesian coordinates (Å):
N 3.298 -0.104 -1.143
P 2.489 -0.255 0.184
C 0.702 -0.126 0.148
C -0.017 -1.112 -0.618
C -1.363 -1.068 -0.748
C -2.063 -0.017 -0.104
N -3.387 0.189 -0.123
S -3.645 1.529 0.700
N -2.174 1.872 1.212
C -1.347 0.968 0.653
C 0.060 0.903 0.765
H 2.718 0.119 -1.942
H 2.695 -1.466 0.867
H 2.811 0.643 1.215
H 0.541 -1.911 -1.093
H -1.907 -1.810 -1.316
H 0.592 1.646 1.342

## Properties
energy above the lowest of the compared OMol25 structures with the same formula, charge and spin	0.94	kcal/mol
charge	0
orbital gap	8.0191	eV


# 4
C6H6N4 | the ωB97M-V functional and the def2-TZVPD basis

Cartesian coordinates (Å):
C -3.239 0.689 -0.113
C -2.913 -0.647 -0.001
C -1.122 0.602 -0.106
C 3.153 0.060 -0.075
C 2.541 1.360 0.125
C 0.160 1.021 -0.118
N -2.108 1.433 -0.214
N 2.534 -1.014 -0.362
N 1.247 1.511 0.090
N -1.525 -0.730 -0.084
H -4.181 1.306 -0.150
H -3.646 -1.499 -0.045
H 4.144 -0.119 -0.125
H 2.982 2.347 0.136
H 1.562 -1.047 -0.500
H -1.194 -1.578 0.291

## Properties
energy above the lowest of the compared OMol25 structures with the same formula, charge and spin	100.62	kcal/mol
charge	0
orbital gap (alpha / beta)	7.1913 / 7.1926	eV


# 5
C6H6N4O | the ωB97M-V functional and the def2-TZVPD basis

Cartesian coordinates (Å):
C 2.955 -0.506 0.253
C 0.698 -0.199 -0.119
C -0.577 -0.155 1.810
C -1.651 0.288 -0.215
C -1.966 0.617 -2.233
C -0.363 0.176 -0.937
H 3.843 -0.787 -0.322
H 3.043 0.542 0.823
H 2.596 -1.236 1.133
H -0.776 -0.263 2.917
H -2.608 0.369 1.688
H -2.585 0.803 -3.152
N 0.546 -0.451 1.230
N -1.732 0.202 1.123
N -2.651 0.591 -1.051
N -0.657 0.325 -2.254
O 1.884 -0.316 -0.695

## Properties
energy above the lowest of the compared OMol25 structures with the same formula, charge and spin	33.40	kcal/mol
charge	0
orbital gap	8.8522	eV
SMILES	COc1nc[nH]c2ncnc1-2


# 6
C6H6N4O2P | the ωB97M-V functional and the def2-TZVPD basis

Cartesian coordinates (Å):
C -0.495 2.420 -0.882
C 0.478 -2.659 0.726
C -0.594 3.289 0.183
C 1.181 -1.710 0.068
C 0.785 1.775 0.704
C -0.504 -2.425 -1.113
N 0.323 1.346 -0.545
N -0.537 -3.101 0.026
N 0.269 2.873 1.237
N 0.555 -1.525 -1.142
O -0.594 -0.322 -3.038
O 2.021 -0.106 -2.727
P 0.636 -0.264 -2.280
H -0.911 2.449 -1.954
H 0.718 -3.312 1.643
H -1.436 4.022 0.291
H 2.140 -1.413 0.382
H 1.649 1.308 1.246
H -1.184 -2.285 -2.018

## Properties
energy above the lowest of the compared OMol25 structures with the same formula, charge and spin	0.00	kcal/mol
charge	-1
orbital gap	8.1979	eV


# 7
C6H6NOS | the ωB97M-V functional and the def2-TZVPD basis

Cartesian coordinates (Å):
C 0.257 0.951 -1.152
C 1.130 1.750 -1.809
C 2.019 0.495 0.078
C -2.207 -1.545 1.304
C -1.399 -0.477 0.912
C -0.158 -0.612 0.450
N 0.737 0.214 -0.103
O 0.647 -2.270 0.811
S 2.668 1.577 -0.982
H -0.753 0.926 -1.502
H 1.032 2.318 -2.667
H 2.518 -0.002 0.814
H -3.077 -1.327 1.825
H -1.662 -2.520 1.398
H -1.751 0.522 0.624

## Properties
energy above the lowest of the compared OMol25 structures with the same formula, charge and spin	132.62	kcal/mol
charge	+1
orbital gap (alpha / beta)	6.5127 / 6.5057	eV


# 8
C6H6O | the ωB97M-V functional and the def2-TZVPD basis

Cartesian coordinates (Å):
C -0.337 -2.634 -1.537
C -0.196 -1.614 -0.910
C -0.045 -0.387 -0.197
C -0.748 0.029 0.855
C -0.282 1.396 1.261
O 0.665 1.775 0.275
C 0.973 0.673 -0.561
H -0.481 -3.536 -2.091
H 0.183 1.390 2.260
H -1.537 -0.521 1.356
H -1.098 2.131 1.279
H 0.904 0.977 -1.613
H 1.999 0.321 -0.376

## Properties
energy above the lowest of the compared OMol25 structures with the same formula, charge and spin	61.15	kcal/mol
charge	0
orbital gap	9.9550	eV
SMILES	C#CC1=CCOC1


# 9
C6H6O | the ωB97M-V functional and the def2-TZVPD basis

Cartesian coordinates (Å):
C -0.831 1.174 -0.590
C 0.329 0.325 -0.133
C 0.074 -0.944 -0.163
C -1.891 0.530 -0.183
C -0.285 -2.147 -0.363
C 1.577 0.955 0.591
O -2.683 -0.099 0.384
H -0.917 2.148 -1.051
H -0.007 -2.893 -1.213
H -1.061 -2.587 0.342
H 1.569 0.715 1.632
H 1.485 2.131 0.574
H 2.642 0.692 0.172

## Properties
energy above the lowest of the compared OMol25 structures with the same formula, charge and spin	79.49	kcal/mol
charge	0
orbital gap	9.2550	eV


# 10
C6H6O | the ωB97M-V functional and the def2-TZVPD basis

Cartesian coordinates (Å):
C 0.926 -0.942 -2.040
C 0.231 -0.513 -1.045
C -0.117 0.645 0.966
C 0.641 1.135 2.022
C -1.255 -0.089 0.727
C -1.130 -0.948 -0.346
H 0.690 -2.218 -2.520
H 1.857 -0.426 -2.395
H 1.466 1.683 1.900
H 0.299 0.795 3.114
H -2.256 0.008 1.296
H -1.568 -1.869 -0.442
O 0.467 0.787 -0.332

## Properties
energy above the lowest of the compared OMol25 structures with the same formula, charge and spin	106.30	kcal/mol
charge	0
orbital gap	8.3565	eV


# 11
C6H6O | the ωB97M-V functional and the def2-TZVPD basis

Cartesian coordinates (Å):
C -0.460 -0.692 -0.202
C -1.905 -1.006 -0.016
C 0.781 -0.895 -0.219
C -1.181 0.673 -0.481
C 2.116 -1.288 -0.255
C -1.109 1.692 0.573
O -2.453 0.010 -0.419
H 2.528 -1.751 0.570
H 2.684 -0.433 -0.621
H 2.212 -1.914 -1.148
H -0.246 2.208 0.319
H -0.989 1.078 1.420
H -1.978 2.316 0.479

## Properties
energy above the lowest of the compared OMol25 structures with the same formula, charge and spin	199.90	kcal/mol
charge	0
orbital gap (alpha / beta)	7.3319 / 7.3616	eV


# 12
C6H6O | the ωB97M-V functional and the def2-TZVPD basis

Cartesian coordinates (Å):
C -0.184 -0.112 -0.211
C -0.223 -1.370 0.673
C 0.068 1.207 0.326
C -1.520 -1.661 0.785
C -1.436 -1.011 -0.526
C 1.057 0.806 -0.703
O 2.291 0.384 -0.303
H -0.680 2.068 0.154
H 0.437 1.156 1.319
H -2.026 -2.400 1.277
H -1.446 -1.503 -1.440
H 0.984 1.345 -1.611
H 2.678 1.090 0.259

## Properties
energy above the lowest of the compared OMol25 structures with the same formula, charge and spin	152.44	kcal/mol
charge	0
orbital gap	8.9312	eV
SMILES	O[C@@H]1C[C@]12C1=C[C@H]12


Which formula does entry 8 have? C6H6O